Entry 1:
The following is a DFT calculation (ωB97M-V/def2-TZVPD) of 4 unconnected molecules or ions with the total composition C20H33NO13PS at a distorted geometry.

Last column: Mulliken spin population.
Cartesian coordinates (Å):
C 0.81680 5.73761 0.28748  0.011
C 0.40917 4.49950 1.12319  0.033
C -0.50112 5.01971 2.24975  0.027
C 1.70470 3.94712 1.75330  0.001
C 2.00404 2.43104 1.51432  -0.012
C 2.94818 2.17081 0.34319  -0.002
C 2.47854 2.69733 -0.99796  -0.007
O 2.38663 1.98708 -1.90677  0.004
P 2.91090 1.86451 3.02542  0.000
O 1.94386 1.98516 4.31484  0.000
O 4.00922 3.03776 3.24137  0.000
S 3.71586 0.12698 2.89624  0.000
C 0.70473 1.58960 1.48254  0.024
C -0.48340 2.19028 0.69376  0.050
C -1.74776 2.02601 1.53509  0.015
C -0.69417 1.30004 -0.54099  -0.003
N -0.25072 3.57187 0.18422  0.284
O -1.34347 4.04912 -0.28851  0.576
H 1.78568 5.61743 -0.18546  0.001
H 0.88839 6.60887 0.92388  -0.002
H 0.08120 5.96945 -0.47443  0.003
H -0.03287 5.90366 2.65667  -0.001
H -1.50618 5.24604 1.92070  -0.006
H -0.52950 4.31464 3.07488  -0.003
H 2.55500 4.48663 1.36046  0.001
H 1.71396 4.15027 2.81812  -0.001
H 3.23432 1.13557 0.26342  0.000
H 3.87566 2.70508 0.57226  0.001
H 2.27762 3.77827 -1.08243  0.006
H 1.10187 2.40183 4.07219  0.000
H 4.41495 2.84326 4.10192  0.000
H 0.36179 1.35120 2.48638  -0.001
H 0.96433 0.64107 1.03307  0.002
H -1.83070 0.96641 1.75508  0.000
H -2.65432 2.30785 1.01894  -0.002
H -1.65029 2.50896 2.49972  -0.001
H -0.91525 0.29673 -0.20861  0.001
H 0.13800 1.34801 -1.23223  -0.003
H -1.56551 1.62647 -1.08361  0.005
C -4.42925 0.57447 -2.77941  0.000
C -5.32645 -0.63126 -2.62277  0.000
O -4.42512 -1.62156 -2.12173  0.000
C -3.39015 -0.98095 -1.52233  0.000
O -2.56103 -1.51757 -0.86195  0.000
O -3.43230 0.35241 -1.77635  0.000
H -4.94701 1.51438 -2.60528  0.000
H -3.94246 0.61178 -3.75548  0.000
H -6.11821 -0.47227 -1.88843  0.000
H -5.77217 -0.95434 -3.56012  0.000
C -1.26724 -5.34952 -0.77466  0.000
C -2.73137 -4.98937 -0.75811  0.000
O -3.32852 -6.07720 -1.47652  0.000
C -2.49475 -7.14510 -1.38441  0.000
O -2.77059 -8.24791 -1.73059  0.000
O -1.30272 -6.78182 -0.84491  0.000
H -0.73840 -5.01760 0.11184  0.000
H -0.75251 -4.96570 -1.65795  0.000
H -3.14415 -4.96601 0.25230  0.000
H -2.93767 -4.04138 -1.24602  0.000
C 3.76077 -5.22193 -2.15794  0.000
C 3.47000 -6.52349 -1.44603  0.000
O 2.79742 -6.08400 -0.26406  0.000
C 2.25349 -4.86746 -0.51925  0.000
O 1.48962 -4.30748 0.19671  0.000
O 2.69713 -4.38000 -1.70672  0.000
H 3.74391 -5.31681 -3.24089  0.000
H 4.71186 -4.78076 -1.85391  0.000
H 2.79845 -7.17097 -2.01302  0.000
H 4.36929 -7.07980 -1.19342  0.000

- DFT total energy: -69506.66953 eV
- Multiplicity: 2
- Kohn-Sham gap (alpha / beta): 9.27 / 8.70 eV
- Energy relative to the best compared isomer or geometry (same formula, charge and spin): 19.51 kcal per mole
- LUMO level (alpha / beta): 0.0119 / -0.0096 hartree
- Expectation value of S²: 0.754
- HOMO energy (alpha / beta): -8.95 / -8.96 eV



Entry 2:
The following is a DFT calculation (ωB97M-V/def2-TZVPD) of a single C7H10N6O molecule at a distorted geometry.

Last column: natural (NBO) charge in e.
Cartesian coordinates (Å):
C 2.42928 1.50258 -0.10194  -0.201
C 2.40100 0.49966 -1.02339  -0.213
C 1.34701 1.59566 0.82391  -0.206
C 1.51907 -0.55183 -0.96809  -0.207
C 0.47507 0.50565 0.94528  -0.198
C 0.52915 -0.55653 -0.02717  -0.123
C -0.59906 -1.51639 -0.04724  0.237
N -3.37602 1.62252 -0.07727  -0.074
N -2.39317 1.58363 -0.82210  -0.049
N -3.73414 0.49329 0.60277  -0.357
N -1.72038 0.49695 -1.06656  -0.287
N -2.65536 -0.39534 0.96730  -0.369
N -1.99321 -0.73247 -0.36380  -0.192
O -0.49971 -2.58300 -0.88159  -0.696
H 3.17664 2.39293 -0.23302  0.225
H 3.25239 0.44999 -1.79600  0.216
H 1.39280 2.32462 1.60352  0.219
H 1.51230 -1.21820 -1.78715  0.228
H -0.33791 0.46946 1.67989  0.239
H -0.84909 -1.91094 0.92366  0.175
H -4.48929 0.45005 1.30743  0.393
H -0.79682 0.58838 -1.23477  0.383
H -3.16008 -1.28277 1.37342  0.366
H -1.16211 -2.40138 -1.54140  0.491

- DFT total energy: -18402.47787 eV
- Kohn-Sham gap: 8.95 eV
- Energy relative to the best compared isomer or geometry (same formula, charge and spin): 128.52 kcal per mole
- LUMO level: 0.0260 hartree
- HOMO energy: -8.24 eV



Entry 3:
The following is a DFT calculation (ωB97M-V/def2-TZVPD) of a molecular structure, C9H21F6NO9S2V at a distorted geometry.

Last column: Mulliken spin population.
Cartesian coordinates (Å):
V 0.49286 0.64282 -0.36346  2.905
C 1.26115 -2.63812 -1.38602  -0.022
O 1.42232 -1.52280 -0.52113  0.499
H 1.56715 -2.30604 -2.37809  0.026
H 1.98049 -3.41293 -1.12085  -0.002
H 0.29867 -3.14913 -1.36146  0.018
C 3.21377 1.92272 -1.49268  0.003
O 1.80679 1.83904 -1.63821  0.016
H 3.53495 1.56574 -0.51416  -0.004
H 3.75827 1.25874 -2.16406  0.001
H 3.63751 2.91635 -1.63851  0.002
C 1.97050 1.56828 2.68978  -0.020
O 1.73308 0.51003 1.71000  0.486
H 1.97590 2.49223 2.11152  0.014
H 1.21183 1.68437 3.46375  0.023
H 2.99124 1.49373 3.06480  0.000
C -2.08227 -0.87400 3.39576  0.003
F -1.42515 -1.05735 4.51283  0.000
F -3.31346 -1.36380 3.54267  0.000
F -2.12753 0.42133 3.16866  0.000
S -1.24486 -1.82136 1.82601  -0.004
O -2.34688 -2.67330 1.31784  0.000
O -0.94236 -0.73864 0.85650  0.003
N 0.25591 -2.54866 2.34044  0.006
S -0.23209 -3.77227 3.19696  -0.002
O 0.83268 -4.08515 4.12382  0.000
O -1.57949 -3.72393 3.81128  0.000
C -0.13430 -5.28127 1.95362  0.000
F -0.73367 -5.00544 0.75772  0.000
F 1.12402 -5.57447 1.85709  0.000
F -0.80239 -6.38165 2.46710  0.000
C -1.57779 4.68788 -0.72218  0.001
C -0.50376 3.58822 -0.84061  0.010
O -0.78355 2.60180 0.14930  0.006
H -1.23407 5.57173 -1.25955  0.000
H -1.58017 4.89418 0.34812  0.000
H -2.59572 4.40958 -0.99508  0.000
H 0.49895 3.97033 -0.64907  -0.004
H -0.64615 2.96603 -1.72419  0.003
H -1.72134 2.55154 0.34835  0.005
C -0.85926 1.08893 -4.32825  -0.003
C -0.63207 -0.03842 -3.32015  0.015
O -1.07487 0.26427 -1.96572  0.015
H -1.83445 1.57563 -4.31309  0.000
H -0.55898 0.82230 -5.34159  0.000
H -0.15788 1.86956 -4.03367  0.001
H 0.41383 -0.33203 -3.40952  -0.005
H -1.28143 -0.83236 -3.68907  0.002
H -1.97572 -0.04415 -1.84341  0.004

- DFT total energy: -93249.67443 eV
- Multiplicity: 5
- Kohn-Sham gap (alpha / beta): 6.61 / 4.36 eV
- LUMO level (alpha / beta): 0.0796 / 0.0167 hartree
- Expectation value of S²: 6.016
- HOMO energy (alpha / beta): -4.44 / -3.91 eV
- Charge: -1



Entry 4:
The following is a DFT calculation (ωB97M-V/def2-TZVPD) of a molecular structure, C18H25CuGe2INO.

Last column: natural (NBO) charge in e.
Cartesian coordinates (Å):
Cu 0.01133 0.31263 -0.07723  0.822
Ge -0.99035 -1.82294 0.10302  0.781
C -0.64950 -3.09163 1.55687  -0.419
C -1.05444 -2.82284 2.86601  -0.170
C -0.78546 -3.71521 3.89514  -0.222
C -0.10790 -4.89797 3.62993  -0.220
C 0.28898 -5.18686 2.33191  -0.209
C 0.01966 -4.28934 1.30574  -0.219
C -2.87360 -1.26812 0.25035  -0.410
C -3.83693 -1.73742 -0.64239  -0.156
C -5.16394 -1.33301 -0.53941  -0.231
C -5.54822 -0.45641 0.46423  -0.220
C -4.60287 0.01974 1.36306  -0.208
C -3.27771 -0.37847 1.24949  -0.222
H -0.87463 -2.65578 -1.19254  -0.146
H -1.59308 -1.90849 3.08879  0.198
H -1.10446 -3.48834 4.90479  0.210
H 0.10568 -5.59280 4.43199  0.212
H 0.81132 -6.11113 2.11876  0.212
H 0.33516 -4.52532 0.29550  0.212
H -3.55068 -2.42732 -1.42772  0.203
H -5.89742 -1.70728 -1.24263  0.210
H -6.58172 -0.14452 0.54702  0.210
H -4.89653 0.70476 2.14918  0.208
H -2.54513 0.02470 1.94135  0.202
N 0.12909 3.27632 0.22463  -0.790
C -1.11254 2.86114 -0.01526  0.668
O -1.41048 1.68572 -0.26376  -0.671
C -2.22282 3.88274 -0.01230  -0.609
I -2.53120 4.65030 1.95800  0.122
H 0.87977 2.59044 0.22721  0.431
H 0.31286 4.21740 0.52776  0.410
H -3.14561 3.40556 -0.31597  0.263
H -1.99624 4.73097 -0.65229  0.246
C 2.53427 -2.42328 2.60038  -1.088
Ge 2.60072 -0.66818 1.75333  1.584
C 1.98593 0.66601 3.05216  -1.091
C 4.46942 -0.31536 1.27170  -1.077
C 1.64961 -0.33648 0.09263  -1.240
H 3.20368 -2.43028 3.46240  0.226
H 2.85714 -3.19748 1.90436  0.229
H 1.52741 -2.65693 2.93982  0.239
H 2.48266 0.55497 4.01693  0.228
H 0.90995 0.56113 3.21016  0.224
H 2.18509 1.67146 2.67588  0.216
H 5.11585 -0.38165 2.14791  0.227
H 4.57113 0.68007 0.83826  0.225
H 4.80698 -1.04887 0.53849  0.227
H 2.05705 -0.92495 -0.73785  0.174

- DFT total energy: -188379.30547 eV
- Kohn-Sham gap: 6.79 eV
- Energy relative to the best compared isomer or geometry (same formula, charge and spin): 54.93 kcal per mole
- LUMO level: -0.0130 hartree
- HOMO energy: -7.14 eV



Entry 5:
The following is a DFT calculation (ωB97M-V/def2-TZVPD) of a molecular structure, C34H51N8S3SbSi3Tm at a distorted geometry.

Last column: Mulliken spin population.
Cartesian coordinates (Å):
Tm 10.72911 12.54604 12.28621  2.027
C 8.75021 14.08688 10.43258  -0.001
N 9.59752 14.66478 11.58100  -0.006
C 10.56790 15.63823 11.03331  0.000
C 11.97764 15.09063 10.77986  0.001
C 12.90009 15.95662 10.12102  0.000
C 14.24394 15.55383 10.09554  0.000
C 14.62974 14.32753 10.67190  0.000
C 13.62054 13.49402 11.16106  0.001
N 12.30424 13.82153 11.15615  -0.007
C 8.66289 15.28021 12.61952  0.001
C 8.28776 14.38822 13.64756  -0.001
C 7.03376 14.52277 14.23441  0.000
C 6.63020 13.60501 15.16311  0.000
C 7.57114 12.64880 15.65515  0.000
C 8.81679 12.62872 15.03853  -0.001
N 9.16661 13.42824 14.01337  -0.003
C 7.91962 12.94763 10.81035  0.002
C 6.55228 12.95353 10.42879  0.000
C 5.76237 11.87278 10.90665  0.000
C 6.40336 10.75780 11.47726  0.000
C 7.73740 10.79559 11.75079  0.000
N 8.50903 11.87122 11.44715  -0.005
H 9.37376 13.86563 9.53524  -0.001
H 8.02483 14.85402 10.10053  0.000
H 10.70540 16.46436 11.74056  0.000
H 10.20613 16.08170 10.07245  0.000
H 12.55930 16.81790 9.53676  0.000
H 14.96002 16.27202 9.68125  0.000
H 15.66713 14.01583 10.63311  0.000
H 13.89721 12.53254 11.66441  0.000
H 7.73452 15.68186 12.13890  0.000
H 9.22311 16.16647 13.02875  0.000
H 6.46051 15.38577 13.86613  0.000
H 5.57092 13.65041 15.53181  0.000
H 7.39545 12.03897 16.50943  0.000
H 9.58763 11.96674 15.44204  0.000
H 6.15739 13.82826 9.93096  0.000
H 4.69531 11.86352 10.76309  0.000
H 5.79338 9.88094 11.76374  0.000
H 8.22457 9.99551 12.28213  0.000
S 13.29652 11.71548 16.48172  -0.001
C 12.41174 11.99135 15.07108  0.001
S 11.35078 10.75258 14.37148  -0.003
S 12.62576 13.40839 14.14431  -0.004
N 12.31182 11.33586 7.24738  0.000
C 12.10387 12.42825 6.43379  0.000
C 11.36457 13.33974 7.16562  0.000
N 11.05661 12.79271 8.37792  0.000
C 11.65881 11.61053 8.42874  0.000
C 11.50145 10.56932 9.48359  0.001
N 11.28982 10.67317 10.80515  -0.001
C 11.24763 9.36417 11.27936  0.000
C 11.48994 8.50431 10.28275  0.000
N 11.70911 9.23748 9.16966  0.000
H 12.80492 10.50064 6.93926  0.000
H 12.72310 12.58855 5.51212  0.000
H 11.05930 14.30595 6.87980  0.000
H 11.04930 9.19574 12.34467  0.000
H 11.42941 7.40344 10.30469  0.000
H 11.94828 8.89878 8.26842  0.000
C 8.49530 6.04218 14.56559  0.000
Si 8.90917 6.66152 16.31981  0.000
C 7.44286 7.92974 16.76836  0.000
C 9.02761 5.27118 17.55647  0.000
Sb 10.97007 8.22470 16.42167  0.000
Si 13.02826 6.73722 16.08525  0.000
C 12.96610 5.92140 14.38515  0.000
C 12.88708 5.39209 17.38229  0.000
C 14.60951 7.78112 16.43010  0.000
Si 10.61756 8.74452 18.98355  0.000
C 10.40216 7.37331 20.34229  0.000
C 12.33411 9.54008 19.24638  0.000
C 9.15030 9.96974 19.01952  0.000
H 9.04140 5.17286 14.25938  0.000
H 8.74773 6.84784 13.88811  0.000
H 7.41131 5.82846 14.58082  0.000
H 7.68925 8.96956 16.92625  0.000
H 6.93469 7.61666 17.68264  0.000
H 6.71627 7.92736 15.92356  0.000
H 9.85444 5.42009 18.25129  0.000
H 9.15483 4.29634 16.99526  0.000
H 8.12455 5.17316 18.15246  0.000
H 12.10743 5.20920 14.30670  0.000
H 13.91106 5.32507 14.23415  0.000
H 12.92071 6.66992 13.59270  0.000
H 12.59476 4.46454 16.86637  0.000
H 12.01434 5.52685 18.11338  0.000
H 13.79320 5.10780 17.96139  0.000
H 14.47596 8.90437 16.25347  0.000
H 15.40909 7.51667 15.74751  0.000
H 15.04645 7.63670 17.46855  0.000
H 10.93495 6.43641 20.25167  0.000
H 9.32012 7.10277 20.51932  0.000
H 10.77171 7.82676 21.30778  0.000
H 13.15077 8.80049 19.13103  0.000
H 12.38897 9.83262 20.33107  0.000
H 12.56562 10.43895 18.64606  0.000
H 8.33887 9.53000 19.62680  0.000
H 8.71488 10.32056 18.07049  0.000
H 9.53849 10.83743 19.59616  0.000

- DFT total energy: -140211.54010 eV
- Multiplicity: 3
- Kohn-Sham gap (alpha / beta): 4.58 / 4.58 eV
- Energy relative to the best compared isomer or geometry (same formula, charge and spin): 40.09 kcal per mole
- LUMO level (alpha / beta): -0.1114 / -0.1113 hartree
- Expectation value of S²: 2.002
- HOMO energy (alpha / beta): -7.61 / -7.61 eV
- Charge: +1